The following is a quantum chemistry calculation of a cluster of 2 separate species, C4H8O3 in total, from the OMol25 dataset.

Geometry (Å):
C 1.10481 -0.81280 -1.63394
C 1.08924 0.25405 -0.57804
O -2.21259 0.78075 -0.22061
C 0.98378 0.00558 0.72368
O 1.04162 0.98970 1.67042
C -1.91644 -0.02127 0.80172
O -1.68639 0.34148 1.92743
H 0.48632 -0.53065 -2.49272
H 2.11853 -0.99045 -2.01109
H 0.72347 -1.76605 -1.24937
H 1.18342 1.29319 -0.89041
H -2.15696 1.69200 0.11408
H 0.86204 -1.01381 1.10455
H 0.29220 0.84423 2.26987
H -1.91303 -1.06595 0.46441

Its structure (SMILES) is C/C=C/O.O=CO. As for the energy above the lowest of the compared OMol25 structures with the same formula, charge and spin: 142.49 kJ/mol. As for the highest occupied orbital energy: -8.891 eV. Its lowest unoccupied orbital energy is 0.788 eV. The value obtained for the electronic energy is -10419.5267 eV. The value obtained for the HOMO-LUMO gap is 9.679 eV.